No. 1
ORCA calculation (ωB97M-V/def2-TZVPD) on C7H13N in the gas phase at a distorted geometry.

```
21
Properties=species:S:1:pos:R:3
C 2.2727 0.4700 -0.2102
C 0.9009 -1.4815 0.6648
C -1.5922 0.2238 0.9906
C -0.2381 0.7370 -0.0627
C 0.9105 -0.1190 0.0374
C -0.9416 -0.0574 -1.0443
N -0.1172 2.1225 -0.3377
C -1.6924 -1.0078 -1.5482
H -0.9670 2.5264 -0.7079
H 0.3010 2.6419 0.4229
H 2.7794 0.7345 0.7282
H 2.2330 1.3738 -0.8199
H 2.9253 -0.2587 -0.7082
H 1.7798 -2.0517 0.3487
H 0.9150 -1.4547 1.7619
H 0.0348 -2.0821 0.3633
H -2.5174 0.6860 0.6539
H -1.7184 -0.8396 1.1727
H -1.1832 0.6812 1.8874
H -2.3869 -1.6305 -0.9787
H -1.6980 -1.2139 -2.6142
```

## Properties
gap between HOMO and LUMO (spin up / spin down): 6.87 / 7.49 eV
spin multiplicity: 1

---

No. 2
ORCA calculation (ωB97M-V/def2-TZVPD) on C7H8I2 in the gas phase at a distorted geometry.

```
17
Properties=species:S:1:pos:R:3
C 1.7246 -2.1825 -0.0433
C 1.6213 -0.6156 -0.0243
I 3.0672 0.3042 1.1252
C 0.6713 0.0788 -0.6538
C 0.5253 1.4679 -0.6383
C -0.6251 2.1755 -0.5573
C -1.9641 1.7791 -0.1869
C -2.3640 0.6602 0.4652
I -4.3845 0.0182 0.7413
H 0.7936 -2.6040 -0.6226
H 1.5989 -2.5583 0.9488
H 2.6214 -2.4880 -0.4939
H -0.0130 -0.5268 -1.2198
H 1.4873 1.9116 -0.6956
H -0.5416 3.3282 -0.6495
H -2.6949 2.2837 -0.6710
H -1.8981 -0.1002 0.9983
```

## Properties
gap between HOMO and LUMO: 8.30 eV
spin multiplicity: 1
SMILES: C/C(I)=C/C=C\C=C\I

---

No. 3
ORCA calculation (ωB97M-V/def2-TZVPD) on C9H18N2O3S in the gas phase at a distorted geometry.

```
33
Properties=species:S:1:pos:R:3
C -4.9453 1.1787 -0.5899
C -3.8334 0.8208 0.3730
C -2.7223 -0.0833 -0.2560
C -3.2701 -1.2882 -0.9806
C -1.6825 -0.4447 0.7996
N -1.3939 0.6967 1.6212
C -0.3497 -0.9440 0.1938
O -0.2459 -2.1209 -0.1209
N 0.5943 -0.0225 -0.0110
C 1.8793 -0.1733 -0.6696
C 2.5130 1.1112 -1.1913
S 2.7389 2.2003 0.1683
C 2.8790 -1.0064 0.0585
O 4.0695 -0.7851 0.0174
O 2.3509 -2.1298 0.5617
H -5.4999 0.2755 -1.0013
H -5.6725 1.7844 -0.0618
H -4.6303 1.8552 -1.4306
H -4.2447 0.2668 1.1876
H -3.4226 1.8107 0.7071
H -2.2253 0.5033 -1.0729
H -3.9193 -0.8803 -1.7881
H -3.9186 -1.9199 -0.3601
H -2.4953 -1.9050 -1.4608
H -2.1261 -1.2562 1.4146
H -0.8251 0.3664 2.3769
H -2.2890 0.9985 2.0467
H 0.3765 0.8330 0.4423
H 1.7312 -0.7234 -1.5719
H 1.9045 1.4563 -2.0240
H 3.4936 0.8336 -1.6285
H 1.9677 3.2269 -0.3281
H 1.3654 -2.1869 0.4994
```

## Properties
gap between HOMO and LUMO: 9.89 eV
spin multiplicity: 1
SMILES: CC[C@H](C)[C@H](N)C(=O)N[C@@H](CS)C(=O)O

---

No. 4
ORCA calculation (ωB97M-V/def2-TZVPD) on C5H11NO2 in the gas phase at a distorted geometry.

```
19
Properties=species:S:1:pos:R:3
C 2.1802 -2.0004 -0.1452
C 0.9592 -1.3010 0.4229
O 0.5947 -1.1054 1.5908
N 0.2475 -0.6049 -0.5940
C -0.7321 0.5705 -0.3713
C 0.2553 1.7174 -0.4077
C -1.6722 0.5407 0.9131
O -3.0168 1.0111 0.4650
H 1.9726 -2.9467 -0.6573
H 2.7289 -2.5495 0.7102
H 2.7544 -1.2147 -0.7292
H -0.1043 -1.0355 -1.4599
H -1.3053 0.4820 -1.3602
H 0.5683 2.1891 -1.2907
H 1.1336 1.4778 0.1958
H 0.0855 2.5965 0.2587
H -1.5203 1.3535 1.5859
H -1.9963 -0.4409 1.2898
H -3.1329 1.2602 -0.4165
```

## Properties
gap between HOMO and LUMO: 10.21 eV
spin multiplicity: 1
SMILES: CC(=O)N[C@H](C)CO

---

No. 5
ORCA calculation (ωB97M-V/def2-TZVPD) on a molecular structure, C4H4LiNaO5 at a distorted geometry.

```
15
Properties=species:S:1:pos:R:3
O -0.8592 0.4156 1.1962
C 0.4110 0.1076 1.1789
C -1.6033 -0.7480 0.9623
O 1.0516 2.0402 -0.7147
O 0.6287 -0.9478 0.4376
C -0.5925 -1.6331 0.2579
H -2.4538 -0.5140 0.3198
H -1.9684 -1.1820 1.8944
H -0.8118 -1.7568 -0.8026
H -0.5274 -2.6239 0.7056
O 1.7105 1.6326 -2.8250
C 0.8302 2.0478 -2.0762
O -0.3720 2.1082 -2.4372
Na 2.3411 3.1040 1.3502
Li 2.2154 -2.0504 0.5526
```

## Properties
gap between HOMO and LUMO (spin up / spin down): 7.95 / 2.55 eV
spin multiplicity: 1

---

No. 6
ORCA calculation (ωB97M-V/def2-TZVPD) on a molecular structure, C5H8O2.

```
15
Properties=species:S:1:pos:R:3
O -0.7085 -2.1866 1.2374
C -0.7500 -1.4108 0.0592
C -0.1847 -0.0294 0.2724
C 1.2970 0.4588 0.0840
C 0.7135 1.7993 -0.5632
C -0.3632 0.8383 -0.9534
O -0.7572 0.5065 -2.0466
H -1.2526 -2.9671 1.0747
H -1.7893 -1.2342 -0.2631
H -0.2381 -1.8972 -0.7837
H -0.5826 0.4271 1.1843
H 1.9002 0.6129 0.9797
H 1.8207 -0.2086 -0.6111
H 1.1196 2.4189 -1.3697
H 0.4233 2.4339 0.2808
```

## Properties
gap between HOMO and LUMO: 10.38 eV
spin multiplicity: 1

---

No. 7
ORCA calculation (ωB97M-V/def2-TZVPD) on a molecular structure, C39H83N4O9 at a distorted geometry.

```
135
Properties=species:S:1:pos:R:3
C 15.9048 -18.7592 26.9063
C 14.6773 -17.8995 26.6452
C 14.7708 -16.4683 27.2560
N 13.6349 -15.5305 26.8560
C 14.0966 -14.1475 27.2182
C 12.9812 -13.1090 27.2710
C 11.7704 -13.6606 28.0300
C 11.2283 -14.9635 27.4754
C 12.3680 -15.9727 27.5472
C 13.4745 -15.6628 25.3388
H 16.8392 -18.2668 26.6236
H 15.8638 -19.7104 26.3782
H 16.0372 -18.9420 27.9751
H 13.7457 -18.3647 26.9765
H 14.5564 -17.8756 25.5617
H 15.6813 -16.0772 26.8002
H 14.8825 -16.5713 28.3327
H 14.6091 -14.1926 28.1797
H 14.8551 -13.8257 26.5032
H 13.3989 -12.1819 27.6630
H 12.6578 -12.8058 26.2705
H 11.9946 -13.8415 29.0859
H 10.9873 -12.9076 27.9278
H 10.3208 -15.2072 28.0216
H 10.9089 -14.6811 26.4660
H 12.5901 -16.1173 28.6070
H 12.1943 -16.9754 27.1629
H 12.9651 -16.6037 25.1644
H 14.4614 -15.6601 24.8916
H 12.8077 -14.8473 25.0732
C 21.9049 -15.9539 25.9462
C 21.5960 -17.1016 26.9011
C 21.0074 -16.7454 28.2598
N 20.4687 -17.9638 28.9794
C 20.1362 -17.5621 30.3921
C 19.4371 -18.6309 31.1900
C 18.1290 -19.0558 30.4586
C 18.4279 -19.5097 29.0231
C 19.2748 -18.5066 28.2174
C 21.5284 -19.0375 28.9927
H 22.1477 -16.3882 24.9781
H 22.7471 -15.3849 26.3457
H 21.0905 -15.2329 25.8442
H 22.5283 -17.6541 27.0347
H 20.9334 -17.8180 26.4094
H 20.1425 -16.1025 28.0929
H 21.7554 -16.2042 28.8388
H 19.4443 -16.7222 30.2797
H 21.0111 -17.1028 30.8514
H 19.1599 -18.2164 32.1585
H 19.9908 -19.5510 31.3662
H 17.3255 -18.3184 30.4173
H 17.7423 -19.9271 30.9878
H 17.5015 -19.7051 28.4862
H 18.9715 -20.4573 29.0016
H 18.6509 -17.6491 27.9514
H 19.5923 -18.9464 27.2708
H 21.5325 -19.6282 28.0767
H 21.2503 -19.7538 29.7629
H 22.4648 -18.5483 29.2459
C 18.2247 -24.2764 19.8718
C 18.5705 -23.1072 20.7993
C 19.5418 -22.1255 20.1358
N 19.8186 -20.8344 20.8765
C 21.0374 -20.1485 20.2921
C 20.7307 -19.3481 19.0243
C 19.5323 -18.4083 19.1965
C 18.3296 -19.1817 19.7081
C 18.5860 -19.9378 20.9893
C 20.2609 -21.2499 22.2545
H 17.8942 -23.9263 18.8888
H 17.3279 -24.7879 20.2204
H 19.0405 -24.9814 19.7276
H 18.9114 -23.4905 21.7593
H 17.6814 -22.5203 21.0461
H 19.1963 -21.8082 19.1522
H 20.4828 -22.6707 20.0478
H 21.8545 -20.8491 20.1669
H 21.2885 -19.3098 20.9436
H 20.5560 -19.9725 18.1440
H 21.5935 -18.7122 18.8223
H 19.3570 -17.9438 18.2285
H 19.7483 -17.6614 19.9674
H 18.0266 -19.8554 18.8970
H 17.4635 -18.5210 19.7848
H 17.7366 -20.4976 21.3702
H 18.9306 -19.2694 21.7820
H 19.4092 -21.5367 22.8724
H 20.6594 -20.3661 22.7470
H 21.0194 -22.0263 22.2425
C 25.3516 -15.9687 25.2792
C 25.4732 -17.1598 26.2021
C 25.5948 -18.4482 25.4739
N 25.4520 -19.6868 26.3084
C 26.5579 -19.7528 27.3703
C 26.6448 -21.0365 28.1342
C 26.7999 -22.2137 27.1960
C 25.6129 -22.2122 26.2564
C 25.4863 -20.9109 25.4401
C 24.1467 -19.5880 27.0586
H 25.3549 -14.9668 25.7107
H 24.4091 -15.9747 24.7253
H 26.0812 -15.8932 24.4688
H 24.5765 -17.2509 26.8189
H 26.3260 -17.0119 26.8720
H 26.5294 -18.5497 24.9196
H 24.7899 -18.4376 24.7307
H 27.4888 -19.5286 26.8395
H 26.4242 -18.8486 27.9639
H 27.4358 -20.9427 28.8800
H 25.7283 -21.1548 28.7210
H 27.7518 -22.2155 26.6562
H 26.8335 -23.2047 27.6543
H 25.6638 -22.9634 25.4631
H 24.6825 -22.5132 26.7414
H 26.2623 -20.8188 24.6802
H 24.5584 -20.8692 24.8558
H 24.1644 -18.7733 27.7806
H 23.9488 -20.5238 27.5680
H 23.3399 -19.3275 26.3697
O 22.4263 -18.3394 24.1203
C 22.8949 -19.1351 23.0652
O 22.8248 -20.3910 23.1180
O 23.4737 -18.5502 22.1113
H 21.8454 -18.9598 24.6254
O 16.8542 -22.8359 26.6384
C 16.2510 -22.8980 25.4013
O 16.7736 -22.1832 24.4948
O 15.2759 -23.6503 25.2315
H 17.5415 -22.1634 26.5205
O 19.0407 -19.8947 24.7351
C 19.6611 -19.8440 25.9506
O 20.9010 -19.8189 25.9263
O 18.8717 -19.8618 26.9566
H 18.1271 -19.8169 25.0785
```

## Properties
net charge: +1
gap between HOMO and LUMO: 5.41 eV
spin multiplicity: 1

---

The calculation returns the following ΔE to the lowest compared entry with this formula, charge and spin values, one per record and in order: 139.8, 0.0, 12.7, 68.5, 144.0, 37.2, 120.9 kcal/mol.